H18O9 | ωB97M-V/def2-TZVPD

Output
Multiplicity = 1
Net charge = 0
Lowest unoccupied orbital energy = 0.1 eV
Calculated total energy = -18719.5176 eV
Maximum force = 0.0514 Eh/bohr
Kohn-Sham gap = 10.0 eV
SMILES = O.O.O.O.O.O.O.O.O

XYZ file:
```
27
H18O9 ωB97M-V/def2-TZVPD
O -2.441 -1.145 -1.162
H -1.701 -1.470 -1.709
H -2.131 -0.370 -0.705
O -0.971 -1.193 1.555
H -1.735 -1.734 1.695
H -0.670 -1.224 2.505
O 0.014 -2.658 -2.046
H 0.647 -2.061 -1.613
H 0.093 -3.478 -1.619
O 0.573 4.313 -0.157
H 1.397 4.687 0.183
H -0.085 4.976 0.197
O -2.761 1.543 -0.054
H -3.008 1.393 0.884
H -1.813 1.389 -0.057
O 1.036 -3.019 0.970
H 0.222 -2.501 1.140
H 0.751 -3.833 0.562
O -0.239 0.865 -0.295
H 0.272 0.157 0.007
H 0.458 1.529 -0.175
O 1.876 2.469 1.122
H 2.578 2.142 0.555
H 1.416 3.145 0.546
O 1.789 -1.056 -0.811
H 1.821 -1.848 -0.288
H 2.613 -1.019 -1.228
```

natural (NBO) atomic charge list, values in e, 5 entries:
1 O -0.979
2 H 0.486
3 H 0.480
4 O -0.926
5 H 0.484

H18O9 | ωB97M-V/def2-TZVPD

Output
Multiplicity = 1
Net charge = 0
Lowest unoccupied orbital energy = 0.1 eV
Calculated total energy = -18720.5051 eV
Maximum force = 0.0134 Eh/bohr
Kohn-Sham gap = 11.1 eV
SMILES = O.O.O.O.O.O.O.O.O

XYZ file:
```
27
H18O9 ωB97M-V/def2-TZVPD
O 17.683 0.161 -12.834
H 18.104 -0.631 -13.252
H 17.587 -0.062 -11.902
O 18.974 -2.058 -13.926
H 18.553 -2.771 -14.432
H 19.727 -2.491 -13.494
O 20.633 -2.554 -10.718
H 21.041 -1.688 -10.965
H 20.122 -2.370 -9.923
O 16.585 -3.112 -16.611
H 16.006 -3.067 -15.841
H 16.420 -2.291 -17.088
O 23.389 -3.429 -11.987
H 22.609 -2.987 -11.625
H 24.040 -3.400 -11.278
O 20.060 -4.653 -12.699
H 20.560 -4.018 -12.159
H 19.270 -4.827 -12.177
O 19.330 -1.107 -16.737
H 19.351 -1.444 -15.829
H 18.396 -0.996 -16.928
O 21.800 -0.425 -11.956
H 22.483 0.102 -11.525
H 21.264 0.221 -12.454
O 20.175 1.513 -13.178
H 19.292 1.084 -13.102
H 20.082 2.135 -13.906
```

natural (NBO) atomic charge list, values in e, 5 entries:
1 O -0.981
2 H 0.508
3 H 0.475
4 O -0.986
5 H 0.500